Record 1
{"formula": "C32H23ClFeN6O3S2Se", "method": "ωB97M-V/def2-TZVPD", "elements": ["Fe", "Cl", "C", "C", "C", "C", "O", "C", "C", "N", "C", "C", "C", "C", "C", "C", "C", "C", "N", "C", "C", "H", "H", "H", "H", "H", "H", "H", "H", "H", "H", "O", "C", "C", "C", "C", "C", "C", "C", "O", "N", "N", "C", "S", "C", "C", "S", "H", "H", "H", "H", "H", "H", "H", "H", "H", "Se", "N", "C", "C", "C", "C", "C", "C", "N", "H", "H", "H", "H"], "positions_angstrom": [[0.01356, 0.07405, -0.17522], [-6.11412, 2.03557, 0.59122], [-4.67560, 1.06033, 0.75973], [-4.73471, -0.29953, 0.49804], [-3.60713, -1.09768, 0.59810], [-2.38837, -0.51630, 0.95782], [-1.19348, -1.11397, 0.95510], [-2.38304, 0.84367, 1.29498], [-1.02881, 1.18478, 1.75550], [-0.18830, 1.92763, 1.13465], [1.06723, 2.06375, 1.79107], [1.44671, 3.24453, 2.36329], [2.70212, 3.36273, 2.99933], [3.55716, 2.30046, 3.05408], [3.19615, 1.06635, 2.45910], [4.03506, -0.07522, 2.47912], [3.62152, -1.22408, 1.87413], [2.38134, -1.23326, 1.20296], [1.58173, -0.19761, 1.15161], [1.95688, 0.95023, 1.80776], [-3.49115, 1.65637, 1.16066], [-5.67744, -0.73150, 0.18833], [-3.65004, -2.14984, 0.34695], [-0.72626, 0.70817, 2.69436], [0.76672, 4.08567, 2.32378], [2.97896, 4.30597, 3.45114], [4.51676, 2.38305, 3.54849], [4.99529, -0.01897, 2.97717], [4.22883, -2.11772, 1.87498], [2.04732, -2.12095, 0.67631], [-3.44928, 2.71690, 1.37224], [-2.50581, 2.94109, -2.29160], [-2.58119, 2.26782, -3.45754], [-3.23534, 2.90310, -4.51552], [-3.34379, 2.28368, -5.74260], [-2.80495, 1.01510, -5.94658], [-2.16235, 0.38379, -4.90237], [-2.03697, 0.98840, -3.64942], [-1.34970, 0.27120, -2.54777], [-1.22108, 0.89049, -1.42145], [-0.91591, -0.94460, -2.75694], [-0.33672, -1.45869, -1.57602], [-0.38542, -2.73277, -1.51892], [-1.01633, -3.68385, -2.85999], [-0.78325, -5.27578, -2.01512], [0.39695, -5.14832, -1.07071], [0.13996, -3.63293, -0.11493], [-2.00561, 2.37165, -1.66729], [-3.64962, 3.88666, -4.33876], [-3.85456, 2.79141, -6.55162], [-2.89244, 0.52935, -6.90907], [-1.74097, -0.60473, -5.02820], [-0.60489, -6.03100, -2.78023], [-1.68843, -5.53259, -1.46509], [1.33638, -5.09151, -1.62180], [0.44543, -5.97481, -0.36212], [2.42035, -0.82934, -2.40718], [1.67112, 0.53814, -1.55818], [2.56150, 1.50577, -1.48909], [2.31456, 2.80204, -0.91892], [3.33477, 3.68729, -0.87989], [4.64389, 3.36992, -1.40620], [4.90682, 2.17851, -1.98732], [3.85487, 1.19830, -2.05346], [3.96939, -0.00581, -2.59176], [1.32212, 3.04125, -0.56051], [3.17001, 4.67049, -0.45825], [5.42164, 4.11988, -1.34495], [5.87506, 1.93836, -2.40399]], "homo_lumo_gap_ev": [6.2, 6.2], "e_lumo_ev": [-1.145, -1.136], "fmax_ev_per_a": 1.008}



Record 2
{"formula": "C32H23ClN2O4PPt", "method": "ωB97M-V/def2-TZVPD", "elements": ["Pt", "O", "C", "O", "C", "C", "C", "C", "C", "N", "C", "O", "O", "H", "H", "H", "H", "H", "Cl", "C", "C", "C", "C", "C", "C", "P", "C", "C", "C", "C", "C", "C", "C", "C", "C", "C", "C", "C", "H", "H", "H", "H", "H", "H", "H", "H", "H", "H", "H", "H", "H", "H", "N", "C", "C", "C", "C", "C", "C", "C", "H", "H", "H", "H"], "positions_angstrom": [[0.17064, -0.28742, 0.32359], [1.75177, 3.06252, 2.80076], [1.12494, 2.07832, 2.21521], [1.01915, 1.93846, 1.01165], [0.48356, 1.13127, 3.18637], [0.46676, 1.38344, 4.54996], [-0.24351, 0.52260, 5.36905], [-0.93710, -0.52956, 4.79028], [-0.86338, -0.71141, 3.41782], [-0.13065, 0.08046, 2.63678], [-1.61163, -1.77766, 2.67129], [-2.43824, -2.58073, 3.30150], [-1.45864, -1.89906, 1.47646], [2.12179, 3.68692, 2.15126], [0.98544, 2.24375, 4.94851], [-0.28055, 0.68265, 6.43844], [-1.51828, -1.18286, 5.42718], [-2.57139, -2.37956, 4.23804], [2.56917, 0.10033, -0.77794], [3.30984, -1.43257, -0.36597], [4.67883, -1.50162, -0.30991], [5.26168, -2.72398, 0.03322], [4.48104, -3.83570, 0.30927], [3.09943, -3.75366, 0.23850], [2.49125, -2.54214, -0.12258], [0.74954, -2.47100, -0.44285], [-0.06610, -3.90474, 0.12052], [0.12852, -4.36133, 1.43818], [-0.45342, -5.54452, 1.83336], [-1.23846, -6.26582, 0.93031], [-1.43831, -5.81312, -0.36709], [-0.86785, -4.62206, -0.78108], [0.42102, -2.04086, -2.12373], [-0.87227, -1.59214, -2.45207], [-1.13705, -1.14272, -3.73624], [-0.12734, -1.16460, -4.68819], [1.14586, -1.64461, -4.37228], [1.43628, -2.06457, -3.08958], [5.28883, -0.63351, -0.51947], [6.34038, -2.79411, 0.08456], [4.94767, -4.77481, 0.57269], [2.49720, -4.63114, 0.42648], [0.74348, -3.79942, 2.13250], [-0.30087, -5.91894, 2.83630], [-1.69677, -7.19407, 1.24588], [-2.03172, -6.39366, -1.06007], [-1.01883, -4.27148, -1.79263], [-1.67188, -1.66948, -1.73143], [-2.12924, -0.80216, -3.99973], [-0.33192, -0.82379, -5.69481], [1.90952, -1.69069, -5.13706], [2.42826, -2.42348, -2.84703], [-5.76400, 3.73580, -0.99627], [-4.84696, 3.05792, -0.87289], [-3.69482, 2.21065, -0.69846], [-2.42077, 2.73426, -0.87282], [-1.29238, 1.93922, -0.66395], [-1.53380, 0.64666, -0.26576], [-2.76782, 0.05126, -0.12651], [-3.86873, 0.87124, -0.35338], [-2.29087, 3.76188, -1.18635], [-0.30605, 2.33947, -0.85101], [-2.91469, -0.98186, 0.14060], [-4.86558, 0.45985, -0.26183]], "charge": 3, "homo_lumo_gap_ev": [5.5, 5.5], "e_lumo_ev": [-11.655, -11.656], "fmax_ev_per_a": 0.910, "relative_energy_kcal_mol": 24.9}